A cluster of 14 separate species, C42H98N14O14 in total, computed with ωB97M-V/def2-TZVPD.

Computed properties:
Relative energy (zero: lowest compared OMol25 entry of this formula, charge and spin) (eV): 5.7790
Max |F| (eV Å⁻¹): 4.55
LUMO (eV): 0.01
Frontier orbital gap (eV): 8.73

Each line ends with the Löwdin charge.
CARTESIAN COORDINATES (ANGSTROEM)
C -5.0518 -0.9342 -5.7213  0.0173
C -5.7370 -2.0820 -6.5023  -0.5586
O -5.9026 -3.1804 -5.9987  0.0237
N -6.2211 -1.7511 -7.6841  -0.0220
C -6.8160 -2.6223 -8.6294  -0.0634
H -5.5350 -0.7512 -4.7615  0.0545
H -4.9505 -0.0353 -6.3295  0.0724
H -4.0579 -1.2571 -5.4114  0.0722
H -6.0537 -0.7994 -7.9780  0.1365
H -7.8712 -2.4186 -8.4473  0.0912
H -6.6147 -3.6462 -8.3144  0.0903
H -6.4783 -2.3663 -9.6337  0.0908
C 4.5766 0.7799 -1.0064  0.0001
C 4.8783 1.4713 0.2836  -0.5720
O 5.7912 1.0703 0.9741  0.0336
N 4.2019 2.6082 0.4887  0.0234
C 4.4230 3.5150 1.6387  -0.0215
H 5.3624 0.0708 -1.2668  0.0853
H 4.7951 1.4580 -1.8314  0.0819
H 3.5718 0.4399 -1.2570  0.0641
H 3.6301 2.8715 -0.3011  0.0617
H 3.7586 3.1703 2.4310  0.0714
H 4.2973 4.5598 1.3548  0.0808
H 5.4680 3.3807 1.9183  0.0797
C 1.1111 4.5238 3.7321  0.0089
C -0.2654 4.6183 4.3760  -0.5562
O -0.9910 5.5869 4.3079  0.0281
N -0.7223 3.5316 5.0459  0.0085
C -0.0775 2.3410 5.4886  -0.1026
H 1.8268 4.9851 4.4126  0.0905
H 1.1349 5.0636 2.7854  0.0765
H 1.3016 3.4518 3.6813  0.0474
H -1.6554 3.6666 5.4079  0.1402
H 0.1099 1.5832 4.7279  0.0652
H -0.7393 1.7157 6.0879  0.0904
H 0.8201 2.5301 6.0774  0.0834
C 1.2284 -1.8053 7.0980  0.0114
C 1.9549 -0.4326 7.1317  -0.5783
O 1.4588 0.5104 7.6530  0.0498
N 3.1227 -0.3684 6.4833  0.0253
C 4.0383 0.7837 6.4474  -0.0467
H 0.7854 -1.9855 8.0775  0.0811
H 1.9201 -2.5813 6.7702  0.0446
H 0.3644 -1.9000 6.4401  0.0760
H 3.3062 -1.1553 5.8774  0.0912
H 4.9814 0.5272 6.9300  0.0795
H 3.6985 1.7982 6.6557  0.0833
H 4.3260 0.9298 5.4062  0.0684
C 0.1525 -5.0538 -6.1770  0.0102
C 0.0804 -3.5013 -6.4957  -0.5210
O 0.2864 -3.0219 -7.6177  -0.0079
N -0.2405 -2.6104 -5.5467  -0.0013
C -0.4276 -1.1558 -5.7508  -0.0411
H -0.3148 -5.7193 -6.9028  0.0720
H -0.3655 -5.2861 -5.2465  0.0672
H 1.2070 -5.2958 -6.3095  0.0719
H -0.2058 -2.9422 -4.5934  0.1267
H -0.3087 -0.5261 -4.8691  0.0767
H -1.5140 -1.1032 -5.8208  0.0628
H -0.0436 -0.8121 -6.7113  0.0854
C 2.7681 -4.0334 4.4691  0.0005
C 3.5887 -2.9114 3.8416  -0.5134
O 3.1452 -1.7589 3.7363  0.0132
N 4.8170 -3.2722 3.3737  0.0177
C 5.6783 -2.2905 2.7137  -0.0651
H 1.9091 -3.6133 4.9922  0.0617
H 3.4317 -4.6296 5.0953  0.0827
H 2.3736 -4.7157 3.7160  0.0744
H 5.2531 -4.1377 3.6578  0.1334
H 5.4306 -2.2175 1.6547  0.0761
H 6.7018 -2.6647 2.6917  0.0668
H 5.6842 -1.3035 3.1763  0.0877
C -0.2594 0.6378 -1.3495  -0.0049
C 0.0385 0.2722 0.0390  -0.5859
O -0.7007 -0.4419 0.6935  0.0272
N 1.1705 0.7317 0.5794  0.0496
C 1.4849 0.4848 2.0082  -0.0259
H -0.7787 -0.1846 -1.8416  0.0929
H 0.6736 0.8571 -1.8686  0.0598
H -0.8616 1.5461 -1.3277  0.0581
H 1.8611 1.2622 0.0678  0.0808
H 1.2344 -0.5274 2.3258  0.0568
H 1.0463 1.2264 2.6758  0.0576
H 2.5655 0.6258 2.0304  0.0726
C -7.2677 2.6981 1.4619  -0.0150
C -6.0921 1.9265 1.1412  -0.5273
O -6.0212 0.6761 1.3077  0.0135
N -5.1174 2.5842 0.4552  0.0033
C -3.8598 1.9435 0.1802  -0.0839
H -7.6733 2.3348 2.4061  0.0963
H -8.1616 2.7277 0.8389  0.0962
H -6.9731 3.7445 1.5427  0.0806
H -5.2209 3.4913 0.0232  0.1187
H -4.0816 1.1036 -0.4782  0.0842
H -3.2689 1.5927 1.0262  0.0905
H -3.1597 2.5791 -0.3621  0.0584
C 0.4258 4.0633 -0.5213  0.0383
C 1.7755 3.9261 -1.2993  -0.5705
O 2.3056 2.8682 -1.4615  0.0204
N 2.2630 4.9869 -1.8375  0.0384
C 3.5843 4.9945 -2.5248  -0.0264
H 0.2460 3.4497 0.3615  0.0796
H -0.3736 3.9694 -1.2563  0.0487
H 0.3423 5.1015 -0.2000  0.0734
H 1.6815 5.7907 -2.0270  0.1461
H 3.8468 4.1092 -3.1041  0.0864
H 4.4134 5.1871 -1.8440  0.0828
H 3.4957 5.8485 -3.1962  0.0835
C 9.4551 -0.3654 4.9411  -0.0078
C 8.3398 0.3593 4.2176  -0.5539
O 7.5558 0.9965 4.8991  0.0249
N 8.2144 0.3671 2.8669  0.0293
C 8.5266 -0.6916 1.9093  -0.0858
H 9.1566 -1.1414 5.6460  0.0821
H 10.1022 0.2973 5.5158  0.0829
H 10.1904 -0.8130 4.2725  0.0646
H 7.4823 1.0299 2.6550  0.1059
H 8.5853 -1.6363 2.4497  0.0621
H 9.4966 -0.6969 1.4121  0.0759
H 7.7123 -0.7336 1.1859  0.0703
C -6.0164 2.1293 -3.2800  0.0180
C -4.6505 2.7065 -3.6355  -0.5483
O -4.1097 2.4327 -4.6711  0.0644
N -4.0671 3.5636 -2.7341  -0.0118
C -2.6908 3.9712 -2.9149  -0.0818
H -6.2901 2.4493 -2.2746  0.0623
H -5.9508 1.0549 -3.4519  0.0602
H -6.7128 2.7319 -3.8630  0.0919
H -4.6563 4.1049 -2.1177  0.1201
H -2.7001 4.8955 -2.3372  0.0839
H -2.4313 4.3203 -3.9143  0.0926
H -2.0223 3.2739 -2.4100  0.0510
C -9.2445 -3.1471 -2.7996  -0.0069
C -8.5218 -2.0046 -2.1813  -0.5448
O -9.1225 -1.0876 -1.4768  -0.0469
N -7.2130 -2.0138 -2.3284  0.0269
C -6.4859 -1.1213 -1.3768  -0.0515
H -9.5726 -3.6837 -1.9094  0.0939
H -8.6922 -3.7089 -3.5529  0.0828
H -10.1694 -2.7230 -3.1905  0.0828
H -6.7650 -2.3681 -3.1614  0.1262
H -6.5079 -0.1026 -1.7640  0.0504
H -5.4648 -1.4519 -1.1865  0.0836
H -6.9979 -1.2118 -0.4188  0.0804
C 3.3519 -2.0409 -4.2222  0.0065
C 2.7230 -1.9038 -2.8443  -0.5008
O 1.7358 -1.1937 -2.6649  0.0262
N 3.0593 -2.9367 -1.9717  -0.0041
C 2.7598 -3.0441 -0.5530  -0.0563
H 2.6046 -2.0099 -5.0151  0.0730
H 3.8304 -3.0065 -4.3859  0.0728
H 4.0937 -1.2495 -4.3300  0.0829
H 3.5787 -3.6939 -2.3924  0.1174
H 3.4097 -2.3885 0.0265  0.0728
H 2.9984 -4.0641 -0.2515  0.0859
H 1.6926 -2.8968 -0.3872  0.0704
C -0.0474 -3.2389 2.1350  0.0069
C -1.5852 -3.4658 2.1809  -0.4874
O -2.1366 -4.5265 1.8189  -0.0120
N -2.3907 -2.4384 2.5973  -0.0071
C -3.8182 -2.4420 2.7797  -0.0713
H 0.1893 -2.4702 2.8706  0.0598
H 0.0268 -2.9407 1.0892  0.0616
H 0.5516 -4.1131 2.3902  0.0660
H -1.9812 -1.5425 2.8206  0.1169
H -4.3127 -1.8024 2.0486  0.0772
H -4.1181 -2.1925 3.7975  0.0817
H -4.1510 -3.4615 2.5848  0.0793